1.
27
Properties=species:S:1:pos:R:3:forces:R:3 method="wB97M-V/def2-TZVPD" e_above_lowest_kcal_mol=126.03 max_force_ha_per_bohr=0.07805 lumo_ha="0.0257 / 0.0257" homo_lumo_gap_ev="7.26 / 7.26" homo_energy_ev="-6.56 / -6.56" energy_ha=-481.977491
C -0.393 0.360 -0.115 -3.682 -0.988 -1.255
C 0.264 -0.877 -0.131 3.392 1.364 1.230
C 1.979 0.165 0.627 -0.442 -1.864 -0.360
C -0.944 0.935 1.159 -0.101 -0.085 -0.168
C -0.117 1.354 -1.205 -0.027 -0.068 0.031
C -3.091 -1.104 -0.116 0.167 -0.019 0.401
C 3.040 -0.340 -0.314 0.174 0.216 0.253
N -2.043 -0.572 -0.957 0.226 1.271 0.106
O 0.042 -1.883 0.744 -0.072 -0.037 0.080
O 2.084 1.520 0.938 -0.274 0.124 -0.229
H -0.476 -1.575 1.499 -0.006 0.025 -0.135
H 2.611 1.980 0.275 -0.092 -0.126 -0.077
H -1.748 -1.324 -1.583 0.468 0.234 0.227
H 0.617 -1.260 -1.081 0.033 0.118 0.018
H 1.944 -0.372 1.576 0.014 -0.067 -0.047
H -1.163 0.188 1.924 0.004 0.006 -0.015
H -0.256 1.671 1.575 0.102 -0.077 -0.039
H -1.879 1.445 0.928 -0.025 0.005 -0.012
H 0.410 0.904 -2.046 -0.017 -0.021 0.013
H -1.072 1.737 -1.564 0.028 -0.081 0.002
H 0.460 2.197 -0.823 0.074 -0.065 0.054
H -3.956 -1.455 -0.698 0.114 0.169 -0.055
H -3.463 -0.313 0.547 -0.033 -0.142 0.001
H -2.799 -1.970 0.511 -0.003 0.121 0.073
H 2.981 -1.424 -0.411 -0.030 0.018 -0.023
H 2.924 0.105 -1.307 -0.004 -0.037 -0.022
H 4.044 -0.091 0.052 0.014 0.007 -0.054


2.
113
Properties=species:S:1:pos:R:3:forces:R:3 method="wB97M-V/def2-TZVPD" e_above_lowest_kcal_mol=17.16 max_force_ha_per_bohr=0.00948 lumo_ha=-0.1787 homo_lumo_gap_ev=7.36 homo_energy_ev=-12.22 energy_ha=-9327.775409 charge=+2
Ca -0.504 -0.549 0.311 -0.345 -0.234 0.096
C -3.008 3.439 2.054 0.012 0.014 0.039
O -2.094 2.363 1.897 -0.053 -0.023 -0.023
C -2.409 1.233 2.687 -0.048 0.009 0.066
C -3.450 0.345 2.035 0.082 0.179 0.069
O -2.942 -0.117 0.775 -0.165 0.107 -0.095
C -3.795 0.208 -0.329 0.185 0.129 -0.109
C -2.955 0.250 -1.596 -0.080 0.083 0.127
O -1.749 0.979 -1.373 -0.143 -0.239 -0.042
C -1.950 2.389 -1.433 0.041 0.055 -0.012
H -3.036 3.777 3.094 0.003 -0.005 -0.012
H -2.656 4.256 1.426 -0.006 -0.018 0.016
H -4.024 3.174 1.745 0.020 -0.022 -0.008
H -1.479 0.672 2.828 -0.066 0.077 -0.034
H -2.763 1.535 3.680 0.033 -0.025 0.023
H -3.673 -0.512 2.669 0.016 0.038 0.015
H -4.374 0.904 1.879 -0.021 -0.022 -0.067
H -4.599 -0.529 -0.423 0.012 -0.025 -0.033
H -4.255 1.182 -0.151 0.020 0.009 0.037
H -2.652 -0.748 -1.893 -0.006 -0.013 -0.011
H -3.531 0.699 -2.411 -0.019 0.014 0.028
H -2.358 2.667 -2.408 0.003 -0.024 -0.010
H -2.619 2.734 -0.642 0.036 -0.035 -0.001
H -0.981 2.858 -1.299 -0.058 -0.023 -0.021
N -1.808 -1.985 3.289 0.001 -0.192 0.030
C -0.998 -1.526 4.338 0.046 0.073 0.108
C -1.382 -1.561 5.656 -0.064 -0.028 -0.167
C -0.531 -1.095 6.675 0.096 0.048 0.044
C 0.725 -0.641 6.387 -0.041 -0.014 0.091
C 1.156 -0.591 5.044 -0.034 -0.025 -0.058
C 2.465 -0.205 4.676 -0.018 -0.004 -0.097
C 2.819 -0.200 3.356 -0.085 0.002 0.013
C 1.837 -0.510 2.398 0.126 -0.026 0.083
N 0.600 -0.859 2.687 0.344 -0.051 -0.149
C 0.270 -0.971 4.008 -0.093 0.056 0.098
H -2.584 -2.540 3.629 0.011 0.008 -0.034
H -1.287 -2.526 2.609 -0.016 0.006 0.017
H -2.346 -1.980 5.922 0.000 -0.001 -0.011
H -0.873 -1.138 7.700 0.017 0.003 -0.002
H 1.403 -0.331 7.171 -0.018 -0.003 0.004
H 3.172 0.067 5.450 0.012 -0.004 -0.009
H 3.818 0.061 3.034 0.003 0.005 0.028
H 2.105 -0.478 1.343 -0.032 0.000 0.020
C 0.665 4.148 0.090 0.051 -0.037 0.026
As 1.044 2.329 0.725 -0.100 0.140 0.072
C 1.072 2.810 2.626 0.014 0.012 -0.025
C 2.994 2.216 0.445 -0.014 0.016 0.023
C 3.618 2.020 -0.951 -0.041 -0.037 0.000
C 5.139 2.030 -0.702 -0.011 -0.052 0.010
C 3.297 0.655 -1.587 0.030 -0.015 -0.026
As 1.476 -0.076 -1.880 0.412 0.133 -0.224
C 0.761 0.936 -3.386 -0.028 -0.028 0.036
C 2.141 -1.643 -2.855 -0.028 0.068 0.051
C 3.239 3.185 -1.879 0.003 0.070 -0.091
As 4.469 3.617 -3.401 -0.111 -0.007 0.013
C 3.689 5.387 -3.725 0.016 -0.031 0.027
C 3.548 2.719 -4.889 0.023 -0.006 0.048
H 1.418 4.835 0.476 0.020 -0.029 0.016
H -0.309 4.449 0.476 0.003 -0.051 -0.015
H 0.658 4.214 -0.996 0.010 0.004 0.013
H 1.990 3.344 2.871 0.002 -0.007 -0.001
H 0.980 1.934 3.265 0.027 -0.017 0.003
H 0.218 3.458 2.812 -0.003 -0.005 -0.016
H 3.332 1.405 1.098 -0.014 0.006 -0.008
H 3.410 3.133 0.873 -0.029 0.009 0.007
H 5.404 1.304 0.070 0.002 0.000 -0.007
H 5.471 3.015 -0.369 -0.007 0.002 -0.006
H 5.696 1.784 -1.605 0.012 0.000 -0.003
H 3.773 -0.131 -0.988 -0.021 0.007 0.006
H 3.782 0.614 -2.567 -0.005 -0.004 -0.008
H 1.498 1.055 -4.173 0.057 0.013 -0.032
H 0.411 1.913 -3.057 0.025 -0.004 -0.020
H -0.098 0.387 -3.774 0.001 0.003 0.007
H 2.756 -1.331 -3.699 -0.003 0.020 -0.003
H 1.319 -2.252 -3.232 -0.023 0.010 0.035
H 2.751 -2.234 -2.173 -0.019 -0.004 -0.015
H 3.250 4.109 -1.291 0.009 -0.006 -0.022
H 2.222 3.073 -2.266 -0.003 -0.004 -0.002
H 3.992 6.068 -2.932 -0.007 0.007 -0.003
H 2.600 5.342 -3.770 -0.003 -0.009 0.002
H 4.067 5.774 -4.670 0.004 -0.007 0.000
H 3.693 1.639 -4.839 -0.009 -0.003 0.000
H 4.000 3.068 -5.817 0.012 0.007 0.013
H 2.484 2.954 -4.910 -0.013 0.008 0.018
N 1.853 -4.499 -0.178 -0.068 0.029 0.083
C 1.340 -3.569 0.657 -0.011 -0.192 -0.084
N 1.187 -3.931 1.963 0.024 0.132 -0.091
O 0.994 -2.460 0.233 0.266 0.085 0.209
H 2.127 -5.416 0.124 0.000 0.003 -0.002
H 1.879 -4.286 -1.159 0.038 0.001 -0.015
H 1.633 -4.764 2.311 0.001 0.006 -0.001
H 1.101 -3.167 2.614 -0.011 -0.020 0.005
C -3.326 -3.422 0.679 0.048 -0.088 -0.009
N -3.430 -3.452 -0.766 0.085 0.189 0.055
C -4.787 -3.447 -1.291 -0.020 -0.092 -0.030
C -2.340 -3.152 -1.532 -0.186 -0.150 -0.145
N -1.349 -2.452 -1.044 -0.108 -0.113 0.025
N -2.375 -3.611 -2.819 -0.033 0.000 0.002
C -1.449 -3.089 -3.802 0.043 0.050 -0.002
C -2.945 -4.907 -3.174 -0.004 0.015 0.011
H -4.066 -4.110 1.090 0.002 0.006 0.010
H -3.494 -2.426 1.095 -0.019 0.016 -0.018
H -2.334 -3.765 0.973 -0.015 0.011 -0.007
H -5.377 -2.671 -0.796 0.018 0.000 0.004
H -5.282 -4.404 -1.113 0.004 0.011 -0.021
H -4.783 -3.247 -2.358 -0.001 0.015 0.006
H -0.523 -2.610 -1.615 0.029 0.080 0.038
H -0.499 -3.638 -3.807 -0.007 0.022 -0.003
H -1.251 -2.032 -3.621 -0.008 -0.029 0.003
H -1.893 -3.188 -4.792 0.008 -0.006 -0.001
H -3.381 -5.384 -2.303 -0.004 0.000 0.015
H -2.154 -5.555 -3.561 -0.019 -0.002 0.009
H -3.709 -4.801 -3.946 0.000 -0.010 0.012


3.
19
Properties=species:S:1:pos:R:3:forces:R:3 method="wB97M-V/def2-TZVPD" e_above_lowest_kcal_mol=8.32 max_force_ha_per_bohr=0.01883 lumo_ha=0.1225 homo_lumo_gap_ev=9.63 homo_energy_ev=-6.30 energy_ha=-918.952686 charge=-1
Cl -0.303 -0.015 -0.413 0.134 -0.342 0.076
O -2.017 -2.225 1.475 -0.460 -0.505 0.461
H -1.767 -1.502 0.899 0.313 0.537 -0.464
H -1.245 -2.790 1.500 0.100 -0.043 -0.100
O 2.226 -1.552 -2.145 0.586 -0.340 -0.244
H 1.521 -1.260 -1.567 -0.528 0.412 0.413
H 1.778 -1.867 -2.930 -0.127 -0.003 -0.126
O -1.657 1.563 2.005 -0.469 0.587 0.610
H -0.953 1.087 2.444 0.189 -0.217 -0.082
H -1.691 1.184 1.126 0.312 -0.301 -0.446
O -1.568 2.127 -2.577 -0.422 0.433 -0.600
H -0.972 1.381 -2.511 0.235 -0.298 0.352
H -1.650 2.449 -1.680 0.143 -0.107 0.240
O 1.900 2.371 -1.065 0.418 0.474 -0.296
H 2.182 2.947 -0.354 0.039 0.115 0.138
H 1.401 1.679 -0.631 -0.520 -0.613 0.122
O 1.190 -1.641 2.346 0.317 -0.125 0.447
H 0.874 -2.521 2.552 -0.029 -0.152 0.129
H 0.751 -1.415 1.526 -0.231 0.484 -0.631